[1]
# C51H72N9O3SSeTi

C51H72N9O3SSeTi as an isolated structure (ωB97M-V with the def2-TZVPD basis set, the OMol25 dataset).

The geometry in XYZ format:
```
138
Properties=species:S:1:pos:R:3:mulliken_spin:R:1
Ti 0.11310 0.18880 0.57480 0.96
C -2.95930 4.63940 -4.51500 0.00
C -1.89690 5.31650 -3.64450 0.00
C -2.57420 6.42850 -2.83110 0.00
C -0.83790 5.92540 -4.57610 0.00
C -1.22470 4.34680 -2.68640 0.00
C -1.57550 3.01150 -2.58390 -0.01
C -0.90150 2.17730 -1.71360 0.01
Se -1.54900 0.35370 -1.58650 0.01
C -3.03340 0.82390 -0.41520 0.02
C -4.34470 1.00390 -0.81370 -0.01
C -5.28780 1.43340 0.11170 0.00
C -4.89010 1.55740 1.44110 0.00
C -3.59690 1.34000 1.87790 -0.01
C -2.61360 1.05890 0.90460 0.00
O -1.32780 1.03610 1.16790 -0.05
C -3.19590 1.40120 3.34620 0.00
C -4.39010 1.56200 4.29330 0.00
C -2.50890 0.07580 3.71680 0.02
C -2.25050 2.59490 3.55280 0.00
C -6.73030 1.75150 -0.24380 0.00
C -7.65400 0.75440 0.46660 0.00
C -7.07180 3.17970 0.20410 0.00
C -6.96700 1.66740 -1.75070 0.00
C 0.18150 2.59730 -0.90500 0.00
O 0.85960 1.73140 -0.20540 -0.07
C 0.46980 3.98940 -0.94010 0.00
C -0.22470 4.79180 -1.83190 0.00
C 1.43940 4.71140 -0.00220 0.00
C 2.13810 3.79430 1.00340 0.00
C 2.51980 5.44580 -0.81210 0.00
C 0.63130 5.73600 0.81490 0.00
H -3.37560 5.37060 -5.20660 0.00
H -2.52750 3.82850 -5.09840 0.00
H -3.77060 4.25030 -3.90370 0.00
H -3.10080 7.11180 -3.49480 0.00
H -3.28830 5.99580 -2.13240 0.00
H -1.84180 6.99570 -2.26180 0.00
H -1.31230 6.55010 -5.33120 0.00
H -0.13550 6.54030 -4.01960 0.00
H -0.28170 5.13820 -5.08190 0.00
H -2.38620 2.59420 -3.16110 0.00
H -4.59930 0.82970 -1.84930 0.00
H -5.63330 1.85130 2.16270 0.00
H -5.11070 0.76080 4.14780 0.00
H -4.03860 1.51150 5.32230 0.00
H -4.88690 2.51940 4.15760 0.00
H -3.22700 -0.73780 3.63180 0.00
H -1.66930 -0.14810 3.05630 0.00
H -2.15240 0.10760 4.74590 0.00
H -2.80270 3.52580 3.43740 0.00
H -1.81700 2.57530 4.55180 0.00
H -1.45270 2.58250 2.81220 0.00
H -7.56850 0.84330 1.54610 0.00
H -8.69020 0.93440 0.19120 0.00
H -7.39510 -0.26440 0.18830 0.00
H -7.03470 3.28820 1.28420 0.00
H -6.37160 3.88820 -0.23170 0.00
H -8.07550 3.43530 -0.12730 0.00
H -6.79420 0.65970 -2.11840 0.00
H -7.99470 1.93920 -1.97810 0.00
H -6.30760 2.35790 -2.27060 0.00
H 0.02380 5.84080 -1.85610 0.00
H 2.79450 3.08650 0.50250 0.00
H 2.73510 4.39840 1.68760 0.00
H 1.40350 3.23620 1.58210 0.00
H 3.13600 4.73400 -1.35560 0.00
H 2.08310 6.13100 -1.53350 0.00
H 3.16210 6.02050 -0.14610 0.00
H -0.15820 5.23320 1.37020 0.00
H 1.28240 6.24630 1.52270 0.00
H 0.16830 6.48680 0.18100 0.00
C 3.83860 -3.12270 -0.19150 0.00
N 3.61040 -2.50130 1.09210 0.00
C 3.83270 -3.39210 2.21310 0.00
C 2.73420 -1.43880 1.19180 0.01
N 1.91000 -1.02710 0.27810 0.03
N 2.91220 -0.72470 2.36110 0.00
C 2.12890 0.29070 2.85430 0.05
N 2.69490 0.98810 3.92450 0.00
N 0.94910 0.55350 2.36540 -0.01
H 4.81250 -3.60910 -0.16530 0.00
H 3.83740 -2.37030 -0.97670 0.00
H 3.08170 -3.86970 -0.43980 0.00
H 4.90450 -3.52060 2.38600 0.00
H 3.40570 -4.37640 2.00880 0.00
H 3.35980 -3.01350 3.11510 0.00
H 1.83390 -1.67830 -0.50920 -0.01
H 3.78140 -0.89330 2.84800 0.00
H 3.33650 0.47380 4.51060 0.00
H 2.03040 1.52480 4.46400 0.00
H 0.46270 1.27800 2.88940 0.01
O 0.91380 0.13460 -2.55600 0.02
C 2.09220 0.31930 -2.82730 -0.02
C 2.59260 0.40560 -4.25420 0.00
C 3.31660 1.72880 -4.58620 0.00
C 3.50190 2.67470 -3.39560 0.00
C 4.58420 2.20370 -2.41800 0.00
C 4.38910 0.72550 -2.05760 0.00
N 3.00050 0.42550 -1.84970 0.01
H 1.72430 0.29530 -4.90260 0.00
H 3.24650 -0.44960 -4.42850 0.00
H 2.71780 2.25250 -5.33290 0.00
H 4.29390 1.52390 -5.03210 0.00
H 2.54820 2.77990 -2.87140 0.00
H 3.77340 3.66370 -3.77270 0.00
H 4.53670 2.81040 -1.51060 0.00
H 5.57660 2.33060 -2.85470 0.00
H 4.95000 0.47380 -1.15380 0.00
H 4.77130 0.09290 -2.86390 0.00
H 2.59650 0.50900 -0.91650 0.02
N -4.24460 -8.70220 2.00260 0.01
C -3.74550 -7.67910 1.83390 0.00
C -3.12170 -6.43830 1.63640 0.02
C -1.77140 -6.38540 1.25630 -0.01
C -1.14410 -5.17430 1.09650 0.03
C -1.84870 -3.96830 1.27320 -0.02
C -3.20470 -4.03110 1.63890 0.02
C -3.82750 -5.23810 1.82980 -0.01
C -1.21880 -2.72360 1.09380 0.04
C -0.65980 -1.64490 0.97710 -0.08
H -1.22490 -7.30510 1.09820 0.00
H -0.08760 -5.13980 0.85010 0.00
H -3.74510 -3.10350 1.77180 0.00
H -4.86480 -5.26960 2.13490 0.00
C -0.45670 -1.65240 -4.52770 0.00
N -0.94160 -2.57900 -3.54490 0.00
C -2.24800 -2.93500 -3.31550 0.00
C -2.27320 -3.74710 -2.23610 0.00
N -0.97800 -3.89270 -1.81270 0.00
C -0.15970 -3.16070 -2.60350 0.01
S 1.48860 -3.06820 -2.48500 0.00
H -1.04760 -1.73180 -5.43580 0.00
H 0.58960 -1.88890 -4.72910 0.00
H -0.50420 -0.63460 -4.12720 0.00
H -3.04040 -2.58290 -3.94240 0.00
H -3.07910 -4.24820 -1.73870 0.00
H -0.68140 -4.41990 -1.00590 0.00
```

As for the relative energy (zero: lowest compared OMol25 entry of this formula, charge and spin): 152.0 kJ/mol. Its multiplicity is 2. The value obtained for the HOMO energy (spin up / spin down) is -0.218 / -0.262 Ha. The value obtained for the calculated total energy is -6354.31027 hartree. For the largest force on an atom, the calculation gives 3.104 eV Å⁻¹. The HOMO-LUMO gap (spin up / spin down) is 5.6015 / 6.7824 eV.


[2]
# C5H5N3O7

A single C5H5N3O7 molecule (ωB97M-V with the def2-TZVPD basis set, the OMol25 dataset).

The geometry in XYZ format:
```
20
Properties=species:S:1:pos:R:3:lowdin_charge:R:1
C 0.98730 1.99937 -1.72270 0.21
C 1.93712 1.50693 -1.08818 -0.13
C 0.21564 -0.90964 0.42831 -0.21
C 1.93048 0.84807 0.35577 -0.18
C -0.97270 -1.07997 1.25939 0.01
N 0.64836 -1.70960 -0.69332 -0.32
N 2.00463 2.19109 1.27474 -0.32
N 3.28719 0.01086 0.51808 -0.33
O 0.02173 -2.66198 -1.05385 0.11
O 2.87253 2.95269 0.96302 0.13
O 4.18390 0.47546 -0.10269 0.14
O 1.69609 -1.24256 -1.18546 0.04
O 1.15126 2.22454 2.10566 0.14
O 3.17924 -0.89827 1.28265 0.14
O 0.77871 0.21930 0.77159 0.08
H 0.25160 2.63870 -2.16446 0.06
H 2.76701 1.20881 -1.58556 0.07
H -0.75734 -1.00346 2.30084 0.07
H -1.60043 -2.09431 1.11805 0.15
H -1.68514 -0.15815 1.16372 0.13
```

As for the relative energy (zero: lowest compared OMol25 entry of this formula, charge and spin): 452.3 kJ/mol. Its multiplicity is 1. The value obtained for the HOMO energy (spin up / spin down) is -0.329 / -0.332 Ha. The value obtained for the calculated total energy is -883.95356 hartree. For the largest force on an atom, the calculation gives 4.177 eV Å⁻¹. The HOMO-LUMO gap (spin up / spin down) is 7.2601 / 8.1616 eV.


[3]
# C29H31NO7

A single C29H31NO7 molecule (ωB97M-V with the def2-TZVPD basis set, the OMol25 dataset).

The geometry in XYZ format:
```
68
Properties=species:S:1:pos:R:3:lowdin_charge:R:1
C -5.21626 -1.74521 -1.89350 -0.10
C -4.38213 -0.55917 -1.42688 -0.27
C -3.29426 -0.20899 -2.43922 -0.20
C -2.38956 0.93099 -1.95285 -0.12
C -1.65463 0.60706 -0.67830 -0.17
C -1.04969 -0.60111 -0.53017 0.06
C -0.34309 -1.00088 0.64353 -0.06
C 0.18549 -2.26805 0.86074 -0.04
C -0.07357 -3.40581 -0.00074 -0.21
C 0.58445 -4.60827 -0.08975 -0.01
C -0.09849 -5.37150 -1.06191 -0.06
C -1.12197 -4.59302 -1.50129 -0.13
O -1.11870 -3.40253 -0.87083 0.01
C 0.98033 -2.52155 2.04043 -0.27
O 1.27492 -3.60882 2.49196 0.10
C 1.56782 -1.23341 2.69968 -0.31
C 2.31567 -1.53651 3.98787 0.03
O 2.49588 -0.77331 1.69378 0.08
C 2.69281 0.53753 1.58180 -0.41
O 2.05145 1.36358 2.19644 0.13
C 3.75285 0.87103 0.61247 -0.12
C 4.08054 2.21375 0.41101 0.00
C 5.06786 2.56197 -0.47845 0.01
C 5.75682 1.57505 -1.19348 -0.27
O 6.71096 2.02267 -2.04235 -0.08
C 7.45777 1.08719 -2.78590 -0.08
C 5.42854 0.23438 -0.99543 -0.01
C 4.43576 -0.11034 -0.09928 0.00
C 0.43800 -0.23900 2.91209 -0.31
O 0.07399 0.15302 3.99482 0.14
C -0.28693 0.02348 1.65039 -0.06
C -0.91117 1.21104 1.46932 0.04
N -1.57628 1.54246 0.33089 -0.02
C -2.18337 2.85208 0.27276 -0.11
C -3.63490 2.82708 0.77062 -0.21
O -4.18591 4.09996 0.54251 -0.18
C -5.50033 4.22758 1.02512 -0.11
H -5.68113 -1.53380 -2.85427 0.07
H -4.58933 -2.62699 -2.00054 0.07
H -5.99996 -1.96876 -1.17399 0.07
H -5.03448 0.30584 -1.27930 0.10
H -3.91804 -0.80152 -0.46833 0.11
H -3.76100 0.10265 -3.37643 0.12
H -2.70480 -1.10062 -2.65034 0.11
H -3.01411 1.81332 -1.83059 0.10
H -1.65218 1.15102 -2.73132 0.13
H -1.09687 -1.29829 -1.34668 0.11
H 1.44077 -4.90472 0.47721 0.11
H 0.14058 -6.36364 -1.38656 0.10
H -1.89265 -4.75592 -2.22904 0.11
H 3.07241 -2.29388 3.80302 0.09
H 1.61025 -1.90679 4.72606 0.10
H 2.77957 -0.62721 4.36320 0.10
H 3.54645 2.96609 0.97084 0.12
H 5.33672 3.59303 -0.64429 0.12
H 8.15696 1.67478 -3.37843 0.09
H 6.81775 0.50381 -3.45491 0.10
H 8.01679 0.41048 -2.13267 0.10
H 5.94258 -0.54649 -1.53304 0.10
H 4.18389 -1.14796 0.05339 0.12
H -0.85944 1.95759 2.24650 0.15
H -1.61085 3.53260 0.90605 0.14
H -2.15805 3.25499 -0.74047 0.13
H -4.21116 2.05568 0.23483 0.12
H -3.65827 2.57755 1.84276 0.14
H -5.81596 5.24240 0.79471 0.09
H -6.17424 3.51354 0.53610 0.09
H -5.54287 4.06680 2.10866 0.09
```

As for the relative energy (zero: lowest compared OMol25 entry of this formula, charge and spin): 29.8 kJ/mol. Its multiplicity is 1. The value obtained for the HOMO energy is -0.248 Ha. The value obtained for the calculated total energy is -1705.07937 hartree. Its SMILES is CCCCC1=CC2=C(c3ccco3)C(=O)[C@@](C)(OC(=O)c3ccc(OC)cc3)C(=O)C2=CN1CCOC. For the largest force on an atom, the calculation gives 1.074 eV Å⁻¹. The HOMO-LUMO gap is 6.8677 eV.


[4]
# C24H54N4O3

A 4-piece molecular cluster, C24H54N4O3 overall (ωB97M-V with the def2-TZVPD basis set, the OMol25 dataset).

The geometry in XYZ format:
```
85
Properties=species:S:1:pos:R:3:lowdin_charge:R:1
N 0.02991 1.74368 -2.57341 -0.70
O 1.00794 2.48694 -2.43035 -0.09
O -0.55377 1.47022 -3.62131 -0.08
O -0.51349 1.31650 -1.57182 -0.12
C 1.75192 -1.98280 5.36826 -0.08
C 0.41748 -1.21333 5.82609 -0.19
C 0.40510 0.12236 5.01045 -0.07
N -0.67048 1.18912 5.54007 -0.22
C -0.65451 1.43846 7.04156 0.03
C -2.10980 0.79539 5.02704 -0.06
C -2.83169 2.10698 4.78925 -0.19
C -1.81515 3.06655 4.23018 -0.13
C -0.53082 2.58323 4.87408 -0.10
H 1.66787 -2.11797 4.28994 0.07
H 1.76783 -2.97228 5.82516 0.08
H 2.67021 -1.42025 5.53676 0.07
H 0.21791 -1.22313 6.89762 0.10
H -0.26586 -1.95583 5.41398 0.10
H 0.09287 0.04119 3.96928 0.13
H 1.40526 0.54066 5.12361 0.12
H -0.84998 0.42624 7.39555 0.08
H -1.64248 1.85583 7.23600 0.11
H 0.17655 1.96854 7.50681 0.12
H -2.45044 0.21046 5.88139 0.13
H -2.08775 0.25440 4.08103 0.14
H -3.32079 2.46478 5.69526 0.11
H -3.73809 2.06576 4.18522 0.13
H -2.21248 4.06287 4.42402 0.14
H -1.81629 2.78989 3.17587 0.13
H -0.27115 3.25294 5.69393 0.12
H 0.28486 2.60216 4.15130 0.13
C 7.64058 3.73670 1.66382 -0.09
C 8.62431 3.42516 0.50020 -0.21
C 8.02372 2.64302 -0.67250 -0.10
N 8.27761 1.12371 -0.53230 -0.25
C 9.78941 0.67157 -0.63860 0.05
C 7.77159 0.57188 0.83773 -0.05
C 7.62422 -0.93546 0.43136 -0.13
C 7.09180 -1.01899 -1.06660 -0.10
C 7.43044 0.39481 -1.60863 -0.08
H 6.58652 3.61973 1.41208 0.07
H 7.61574 4.76177 2.03353 0.08
H 7.87406 3.03464 2.46425 0.06
H 9.58623 3.14507 0.92956 0.11
H 8.91500 4.39862 0.10527 0.11
H 8.40538 2.96575 -1.64115 0.14
H 6.94240 2.77315 -0.71629 0.13
H 9.90884 -0.36994 -0.93706 0.10
H 10.31579 0.83092 0.30248 0.10
H 10.25153 1.22219 -1.45796 0.11
H 8.53213 0.81030 1.58126 0.12
H 6.86102 1.16304 0.93512 0.13
H 8.54963 -1.51081 0.40504 0.10
H 6.95985 -1.43268 1.13810 0.11
H 7.70717 -1.78763 -1.53417 0.11
H 6.00598 -1.10960 -1.03684 0.12
H 8.01550 0.40157 -2.52828 0.14
H 6.52400 0.99579 -1.68131 0.13
C -8.12717 -5.68418 -3.86495 -0.09
C -7.37535 -4.39441 -4.08666 -0.23
C -8.21322 -3.14805 -4.35948 -0.12
N -7.48343 -1.87945 -4.72850 -0.24
C -6.60523 -1.26707 -3.62423 0.04
C -8.46887 -0.81202 -5.19496 -0.11
C -7.75819 0.10314 -6.20108 -0.15
C -6.51530 -0.67270 -6.63827 -0.15
C -6.52982 -2.04490 -6.00220 -0.06
H -7.45910 -6.54350 -3.92281 0.09
H -8.69603 -5.80947 -4.78625 0.08
H -8.73118 -5.74014 -2.95934 0.09
H -6.78010 -4.61122 -4.97366 0.11
H -6.75167 -4.24069 -3.20603 0.11
H -8.86376 -2.77309 -3.56936 0.14
H -8.87275 -3.27003 -5.21870 0.13
H -7.20689 -1.23216 -2.71600 0.11
H -6.05241 -0.36497 -3.88635 0.12
H -5.84594 -1.98752 -3.32004 0.10
H -8.90276 -0.36019 -4.30296 0.14
H -9.30558 -1.19570 -5.77875 0.13
H -7.59738 1.08851 -5.76371 0.12
H -8.31837 0.31755 -7.11121 0.12
H -5.65264 -0.05981 -6.37697 0.13
H -6.72767 -0.67817 -7.70737 0.12
H -5.58390 -2.47825 -5.67732 0.13
H -6.96681 -2.75544 -6.70381 0.13
```

As for the relative energy (zero: lowest compared OMol25 entry of this formula, charge and spin): 500.4 kJ/mol. Its multiplicity is 1. The value obtained for the HOMO energy is -0.325 Ha. The value obtained for the calculated total energy is -1390.76746 hartree. For the largest force on an atom, the calculation gives 3.646 eV Å⁻¹. The HOMO-LUMO gap is 5.5329 eV. Its charge is +2.


Q: calculated total energy of number 1 (C51H72N9O3SSeTi)?
A: -6354.31027 hartree


Q: Among the records above, which one has the lowest calculated total energy?
A: C51H72N9O3SSeTi